(1)
Here is a molecular structure, C21H41AsN6NdO8PS3Te from the OMol25 dataset. Energies are from ωB97M-V/def2-TZVPD.

Geometry (Å):
Nd 0.604 -0.275 -0.101
N -0.220 0.020 -2.576
C -0.974 1.256 -2.822
C -2.201 1.279 -1.918
N -1.822 1.116 -0.511
C -1.958 2.320 0.309
C -0.661 3.127 0.265
N 0.431 2.261 0.718
H 0.634 0.070 -3.137
H -0.764 -0.769 -2.914
H -1.291 1.346 -3.867
H -0.313 2.097 -2.604
H -2.850 0.450 -2.215
H -2.748 2.215 -2.070
H -2.360 0.364 -0.098
H -2.129 2.014 1.342
H -2.798 2.946 -0.016
H -0.778 4.024 0.883
H -0.452 3.440 -0.759
H 0.355 2.145 1.726
H 1.335 2.673 0.509
O -1.570 -5.608 -1.157
C -2.526 -4.956 -0.483
C -3.671 -5.667 -0.119
C -4.706 -5.048 0.551
C -4.618 -3.703 0.896
C -3.477 -2.998 0.569
C -2.425 -3.598 -0.125
C -1.236 -2.772 -0.434
O -1.116 -1.618 0.108
N -0.363 -3.282 -1.279
N 0.723 -2.458 -1.514
C 1.623 -2.946 -2.270
S 3.103 -2.067 -2.550
C 3.487 -2.975 -4.081
C 3.151 -4.427 -3.819
S 1.474 -4.494 -3.104
H -0.864 -4.949 -1.376
H -3.721 -6.714 -0.391
H -5.591 -5.617 0.807
H -5.433 -3.216 1.414
H -3.367 -1.959 0.850
H 4.543 -2.824 -4.296
H 2.886 -2.560 -4.890
H 3.841 -4.868 -3.101
H 3.147 -5.019 -4.733
C 0.735 1.650 5.025
As 0.381 -0.182 4.441
C 2.066 -1.004 4.997
C -0.754 -0.872 5.866
S -0.895 0.025 2.762
H 1.030 1.674 6.074
H -0.167 2.241 4.884
H 1.538 2.057 4.409
H 2.183 -0.734 6.047
H 2.903 -0.612 4.428
H 2.019 -2.084 4.904
H -0.305 -0.657 6.836
H -0.858 -1.950 5.742
H -1.740 -0.420 5.799
O 1.200 -2.133 2.396
N 1.770 -1.358 1.642
O 2.185 -1.748 0.541
O 1.938 -0.149 1.921
C 5.310 -0.545 0.121
C 5.287 0.864 -0.437
O 4.691 0.896 -1.742
P 3.176 1.440 -1.922
O 2.279 0.841 -0.855
Te 2.674 1.332 -4.192
O 3.314 2.978 -1.380
C 4.157 3.873 -2.113
C 3.907 5.293 -1.649
H 5.812 -0.551 1.089
H 5.843 -1.204 -0.564
H 4.295 -0.917 0.232
H 6.301 1.251 -0.556
H 4.740 1.530 0.237
H 3.943 3.773 -3.181
H 5.206 3.602 -1.958
H 2.867 5.567 -1.829
H 4.556 5.972 -2.200
H 4.116 5.392 -0.583

As for the multiplicity: 4. The HOMO energy (alpha / beta) is -7.3 / -7.3 eV. The energy above the lowest of the compared OMol25 structures with the same formula, charge and spin is 13.1 kJ/mol. The gap between HOMO and LUMO (alpha / beta) is 0.27469 / 0.27489 Ha.

***

(2)
Here is a molecular structure, C21H41BClCrN6O8PS3 from the OMol25 dataset. Energies are from ωB97M-V/def2-TZVPD.

Geometry (Å):
Cr 1.037 -1.242 -0.084
C 5.229 1.283 -2.145
N 4.811 1.351 -0.758
C 5.244 2.295 0.148
C 4.700 1.958 1.336
N 3.938 0.820 1.167
B 3.222 0.080 2.352
N 1.919 0.869 2.770
C 1.926 2.119 3.351
C 0.669 2.431 3.731
N -0.120 1.357 3.372
C -1.539 1.217 3.642
C 0.656 0.409 2.790
S 0.030 -1.096 2.272
C 4.024 0.445 -0.123
S 3.398 -0.929 -0.936
H 5.403 2.295 -2.505
H 4.444 0.807 -2.727
H 6.141 0.695 -2.245
H 5.897 3.101 -0.135
H 4.825 2.410 2.303
H 3.974 0.113 3.299
H 2.926 -1.025 2.009
H 2.833 2.682 3.470
H 0.267 3.297 4.227
H -1.958 2.208 3.809
H -1.702 0.598 4.525
H -2.024 0.742 2.792
O -0.686 -2.452 -4.104
Cl 0.012 -2.138 -2.899
O -0.642 -2.747 -1.747
O 1.384 -2.594 -2.943
O 0.023 -0.698 -2.671
C 1.552 3.806 -0.056
C 0.130 3.276 0.051
S -0.174 1.749 -0.836
O 0.898 0.831 -0.269
C 0.306 2.257 -2.516
C 1.773 2.049 -2.850
H 1.716 4.572 0.702
H 1.740 4.251 -1.033
H 2.270 3.004 0.110
H -0.615 3.985 -0.319
H -0.124 3.032 1.084
H -0.010 3.300 -2.596
H -0.324 1.651 -3.161
H 2.394 2.881 -2.515
H 1.878 1.945 -3.930
H 2.143 1.131 -2.394
C -3.948 1.971 -0.903
C -3.589 1.492 0.490
O -3.545 0.078 0.635
P -2.444 -0.840 -0.202
O -3.122 -1.011 -1.650
C -4.199 -1.896 -1.985
C -4.430 -1.782 -3.474
O -2.868 -2.257 0.475
C -3.237 -2.428 1.845
C -4.719 -2.719 1.947
H -4.078 3.055 -0.884
H -4.880 1.515 -1.239
H -3.178 1.721 -1.633
H -4.343 1.833 1.203
H -2.630 1.924 0.803
H -5.090 -1.616 -1.414
H -3.920 -2.912 -1.705
H -4.712 -0.764 -3.746
H -5.230 -2.456 -3.783
H -3.519 -2.046 -4.012
H -2.969 -1.544 2.424
H -2.647 -3.264 2.227
H -5.295 -1.857 1.611
H -4.991 -2.944 2.980
H -4.982 -3.577 1.327
N 1.988 -5.327 -0.207
C 0.877 -5.414 0.607
C 0.520 -4.135 0.872
N 1.395 -3.276 0.239
C 2.257 -4.027 -0.406
H 2.497 -6.092 -0.609
H 0.456 -6.355 0.906
H -0.300 -3.768 1.463
H 3.064 -3.664 -1.018

As for the multiplicity: 5. The HOMO energy (alpha / beta) is -7.4 / -7.6 eV. The energy above the lowest of the compared OMol25 structures with the same formula, charge and spin is 18.8 kJ/mol. The gap between HOMO and LUMO (alpha / beta) is 0.28131 / 0.28979 Ha.

***

(3)
Here is 3 unconnected molecules or ions with the total composition C21H41BF3O14PS from the OMol25 dataset. Energies are from ωB97M-V/def2-TZVPD.

Geometry (Å):
C 8.173 -0.297 1.889
C 7.612 0.236 0.549
O 6.391 0.966 0.764
C 5.856 1.410 -0.399
O 6.296 1.084 -1.451
C 4.656 2.372 -0.370
C 3.335 1.715 0.186
C 2.814 0.758 -0.924
C 1.525 -0.071 -0.518
O 1.311 0.142 0.893
C 0.034 0.689 1.197
B 0.019 0.858 2.813
O 0.131 -0.333 3.559
O -0.123 2.060 3.435
P -1.399 -0.394 0.756
O -1.608 -0.579 -0.687
O -2.734 0.367 1.340
O -1.365 -1.848 1.465
C 1.741 -1.605 -0.695
C 2.316 -1.983 -2.121
O 3.702 -2.254 -1.993
C 4.016 -3.638 -2.102
O 2.714 -1.954 0.308
C 2.349 -3.127 0.975
S 3.475 -3.310 2.416
O 2.745 -3.355 3.654
O 4.270 -4.489 2.220
C 4.576 -1.818 2.506
F 3.889 -0.696 2.630
F 5.319 -1.818 1.415
F 5.340 -1.941 3.571
H 9.162 -0.728 1.672
H 8.244 0.521 2.625
H 7.548 -1.083 2.333
H 7.499 -0.628 -0.122
H 8.352 0.934 0.123
H 4.955 3.263 0.208
H 4.478 2.677 -1.411
H 3.583 1.221 1.133
H 2.632 2.558 0.313
H 2.531 1.406 -1.775
H 3.652 0.121 -1.253
H 0.711 0.302 -1.156
H -0.093 1.706 0.768
H 1.079 -0.558 3.579
H 0.029 1.874 4.379
H -2.552 1.313 1.462
H -0.473 -2.047 1.794
H 0.781 -2.089 -0.440
H 2.200 -1.125 -2.804
H 1.755 -2.868 -2.468
H 3.190 -4.312 -1.820
H 4.403 -3.854 -3.116
H 4.849 -3.857 -1.405
H 2.433 -4.008 0.311
H 1.327 -3.119 1.399
C -5.081 -1.670 -0.461
C -5.998 -2.449 -1.389
C -7.342 -1.794 -1.122
O -7.078 -0.429 -0.774
C -5.668 -0.273 -0.540
H -4.031 -1.706 -0.749
H -5.170 -2.056 0.558
H -5.700 -2.284 -2.428
H -6.003 -3.523 -1.204
H -7.852 -2.266 -0.275
H -8.005 -1.828 -1.989
H -5.246 0.287 -1.382
H -5.510 0.301 0.373
C -7.370 3.275 -1.874
C -7.926 4.440 -1.071
C -6.657 5.178 -0.675
O -5.705 4.953 -1.720
C -6.191 3.918 -2.585
H -8.090 2.831 -2.560
H -7.017 2.493 -1.196
H -8.542 5.074 -1.715
H -8.528 4.138 -0.215
H -6.239 4.777 0.255
H -6.815 6.250 -0.550
H -6.501 4.383 -3.527
H -5.388 3.210 -2.796

As for the multiplicity: 1. The structure (SMILES) is CCOC(=O)CCC[C@H](O[C@H](B(O)O)P(=O)(O)O)[C@@H](COC)OCS(=O)(=O)C(F)(F)F.C1CCOC1.C1CCOC1. The HOMO energy is -9.3 eV. The gap between HOMO and LUMO is 0.34076 Ha.